1) Here is one molecule with the formula CH3IN2O from the OMol25 dataset. Energies are from ωB97M-V/def2-TZVPD.

ORCA input file:
```
! RIJCOSX wB97M-V def2-TZVPD def2/J DEFGRID3
* xyz 0 1
I -0.282 -2.779 -0.144
O -0.163 -1.180 -1.602
N -0.104 0.020 -1.600
N -0.093 0.983 -0.634
C 0.112 0.774 0.773
H -0.348 -0.218 1.011
H 1.149 0.711 0.801
H -0.272 1.688 1.395
*
```

Its SMILES is C/N=N\OI. As for the molar mass: 185.95 g mol⁻¹. Its gap between HOMO and LUMO (spin up / spin down) is 7.530 / 7.533 eV. Its highest occupied orbital energy (spin up / spin down) is -9.654 / -9.657 eV.

2) Here is a 2-piece molecular cluster, CH3IN2O overall from the OMol25 dataset. Energies are from ωB97M-V/def2-TZVPD.

ORCA input file:
```
! RIJCOSX wB97M-V def2-TZVPD def2/J DEFGRID3
* xyz 0 1
I -4.454 -0.215 -0.029
O -2.623 2.129 -0.144
N 0.399 0.128 -0.532
N -0.732 -0.476 0.038
C -2.698 1.005 0.039
H 1.204 0.415 -0.104
H 0.658 -0.208 -1.451
H -0.559 -0.426 0.999
*
```

As for the molar mass: 185.95 g mol⁻¹. Its gap between HOMO and LUMO (spin up / spin down) is 8.130 / 7.629 eV. Its highest occupied orbital energy (spin up / spin down) is -7.971 / -8.498 eV.

Most stable to least stable, the ends of the list are 2) and 1).

1) Here is a 4-piece molecular cluster, C5H20N2O4 overall from the OMol25 dataset. Energies are from ωB97M-V/def2-TZVPD.

ORCA input file:
```
! RIJCOSX wB97M-V def2-TZVPD def2/J DEFGRID3
* xyz 0 1
O -1.307 2.330 0.932
O -2.358 -2.876 -0.873
O 0.361 1.293 -3.860
O 0.016 2.550 -1.489
N 0.366 -1.055 2.382
N 0.034 -1.337 -0.404
C 2.498 0.188 2.110
C -1.169 -0.753 -1.013
C 1.451 -0.778 1.481
C 1.111 -0.413 0.036
C -2.345 -1.545 -0.423
H -3.318 -1.127 -0.648
H -2.156 -1.483 0.655
H -0.793 1.683 1.416
H -0.347 -0.361 2.555
H 0.730 0.608 -0.037
H 2.238 0.401 3.144
H -1.493 -3.175 -1.155
H -0.664 2.331 -0.833
H -0.053 -1.949 2.211
H 2.037 -1.679 1.437
H -1.231 -0.670 -2.100
H -1.726 3.014 1.465
H -0.590 1.425 -3.893
H 1.971 -0.458 -0.633
H -1.228 0.310 -0.799
H 0.663 1.902 -3.170
H 0.472 -1.964 -1.069
H 2.472 1.203 1.686
H 0.872 2.610 -1.063
H 3.486 -0.226 1.950
*
```

Its SMILES is C[C@@H](N)CNCCO.O.O.O. As for the molar mass: 172.23 g mol⁻¹. Its gap between HOMO and LUMO is 9.399 eV. Its highest occupied orbital energy is -9.223 eV.

2) Here is a 5-piece molecular cluster, C5H20N2O4 overall from the OMol25 dataset. Energies are from ωB97M-V/def2-TZVPD.

ORCA input file:
```
! RIJCOSX wB97M-V def2-TZVPD def2/J DEFGRID3
* xyz 0 1
O -1.169 3.239 -0.075
O -1.133 0.960 3.507
O -2.651 -2.710 0.114
O 2.774 3.091 -0.243
N -2.198 -0.142 -2.096
N -0.060 -0.044 -0.897
C -0.714 -0.455 -2.099
C 1.270 -0.703 1.062
C -0.024 -0.903 0.261
C 2.542 -1.228 0.486
C 2.630 -2.269 -0.345
H -2.749 -0.868 -2.522
H 1.089 -1.246 2.025
H -2.351 0.797 -2.429
H 3.424 -0.623 0.582
H -0.223 0.014 -2.958
H 3.566 -2.684 -0.642
H -0.255 0.939 -0.774
H 2.465 2.323 -0.729
H -0.097 -1.939 -0.226
H -1.447 0.137 3.888
H 1.401 0.322 1.435
H 1.793 -2.671 -0.877
H -2.563 -1.925 -0.445
H -0.720 0.818 2.652
H -1.031 3.513 0.834
H -0.934 -0.812 0.860
H 2.116 3.791 -0.207
H -0.684 -1.541 -2.203
H -1.956 2.688 -0.150
H -1.740 -2.992 0.235
*
```

Its SMILES is C=CCCNCN.O.O.O.O. As for the molar mass: 172.23 g mol⁻¹. Its gap between HOMO and LUMO is 9.485 eV. Its highest occupied orbital energy is -9.118 eV.

Most stable to least stable, the ends of the list are 1) and 2).

1) Here is C55H49BN7O4RbS2 as an isolated structure from the OMol25 dataset. Energies are from ωB97M-V/def2-TZVPD.

ORCA input file:
```
! RIJCOSX wB97M-V def2-TZVPD def2/J DEFGRID3
* xyz -2 1
Rb -0.811 -0.033 -0.379
S 5.012 -0.640 -0.667
S -0.375 -0.342 -4.504
O 2.329 3.661 0.181
O -4.370 -2.192 -9.641
O -4.921 -0.051 -9.428
O 0.160 3.083 -0.256
N -0.853 -2.926 -0.719
N -2.096 -0.353 3.198
N -3.889 0.434 -0.436
N 2.565 -0.254 0.174
N -2.592 -0.002 2.024
N 1.841 0.198 4.019
N -0.025 0.664 2.664
C -1.553 -0.564 -5.696
C -1.856 -5.882 -2.324
C 1.112 -0.601 4.889
C 1.212 0.779 2.934
C 0.178 4.247 0.426
C 0.946 -2.035 6.816
C -1.683 -1.803 -6.366
C -0.827 -0.135 3.459
C -4.583 0.252 0.715
C -2.552 -1.971 -7.407
C 0.397 -6.077 -1.429
C 3.656 0.807 -3.057
C 2.371 -4.330 4.410
C 1.068 8.252 1.698
C -6.002 0.256 0.706
C -3.280 0.310 -7.156
C 2.543 8.634 1.528
C 4.126 -3.628 1.936
C 0.805 6.785 1.369
C -0.402 -2.203 6.571
C 0.636 8.542 3.141
C 1.965 2.107 -4.141
C 0.462 -7.368 -1.895
C 2.777 -3.327 2.172
C 0.250 9.134 0.738
C 1.417 2.404 -2.910
C -0.265 -0.760 4.634
C -1.011 -1.567 5.500
C 2.252 -2.157 1.659
C 3.025 -1.332 0.837
C -1.768 -7.172 -2.789
C 4.359 -1.708 0.547
C -3.370 -0.912 -7.858
C -5.945 0.595 -1.654
C 4.916 -2.832 1.118
C -6.676 0.423 -0.476
C 1.505 4.624 0.660
C 1.913 -4.314 2.945
C 3.062 1.034 -1.804
C -0.616 -7.929 -2.580
C -0.513 6.353 1.241
C 1.710 -1.222 5.970
C 3.125 1.340 -4.204
C 1.970 1.939 -1.714
C -3.896 0.041 1.935
C 1.840 5.881 1.127
C -2.412 0.479 -6.117
C 0.431 -3.929 2.897
C 2.059 -5.717 2.332
C -0.826 -3.999 -1.149
C -0.856 5.089 0.781
C 3.412 0.200 -0.709
C -4.262 -0.978 -8.991
C -4.560 0.599 -1.557
C -0.769 -5.307 -1.631
B 1.496 2.741 -0.476
H -1.057 -2.625 -6.041
H 0.388 8.803 -0.288
H -7.760 0.426 -0.498
H 1.875 -5.674 1.262
H 2.209 -3.353 4.857
H 1.227 -1.861 1.802
H 2.673 9.703 1.707
H -2.576 -2.947 -7.889
H -2.601 -7.609 -3.326
H -0.161 -4.681 3.416
H 3.051 -6.133 2.492
H 5.939 -3.105 0.895
H 3.430 -4.569 4.491
H 1.357 -7.955 -1.734
H 2.772 -1.101 6.149
H 3.584 1.124 -5.161
H 2.880 6.136 1.235
H -0.809 9.091 0.970
H -2.364 1.422 -5.590
H 4.516 0.154 -3.115
H -3.926 1.114 -7.481
H -2.746 -5.293 -2.490
H 0.086 -3.865 1.867
H 1.500 2.470 -5.044
H -6.538 0.123 1.638
H 2.882 8.418 0.516
H 0.568 10.172 0.816
H -6.434 0.724 -2.607
H -4.510 -0.087 2.834
H 1.236 -5.631 -0.914
H 0.728 9.603 3.363
H -0.556 -8.943 -2.949
H -1.883 4.792 0.648
H -0.988 -2.848 7.212
H -3.817 -2.838 -9.190
H 1.801 -5.061 4.981
H 1.255 7.987 3.842
H 1.850 1.383 2.303
H -3.956 0.742 -2.447
H 3.176 8.101 2.234
H -2.060 -1.696 5.287
H 0.553 3.054 -2.859
H -1.319 7.035 1.468
H 1.430 -2.548 7.637
H 2.849 0.150 4.050
H 0.256 -2.976 3.388
H -0.398 8.248 3.294
H 4.574 -4.516 2.362
H 1.330 -6.396 2.776
*
```

As for the molar mass: 1032.46 g mol⁻¹. Its gap between HOMO and LUMO (spin up / spin down) is 3.735 / 3.273 eV. Its highest occupied orbital energy (spin up / spin down) is -0.323 / 0.138 eV.

2) Here is C55H49BN7O4RbS2 as an isolated structure from the OMol25 dataset. Energies are from ωB97M-V/def2-TZVPD.

ORCA input file:
```
! RIJCOSX wB97M-V def2-TZVPD def2/J DEFGRID3
* xyz -2 1
Rb -0.700 0.554 2.019
S 4.110 -2.011 4.386
S -0.128 4.254 0.904
O 0.373 10.755 2.552
O -1.813 0.076 -3.073
O -0.454 10.977 0.497
O -3.413 -0.885 -1.779
N -3.462 2.687 -1.473
N -3.021 1.024 0.286
N 1.410 0.224 -0.663
N 2.097 -1.361 2.881
N -4.535 0.848 2.052
N -2.067 -1.866 3.839
N -3.695 -0.003 2.616
C -0.019 10.191 1.547
C -3.174 -1.412 4.453
C 2.610 -2.553 0.806
C 0.908 1.353 7.001
C -6.825 3.978 0.578
C 4.627 -3.847 0.806
C -6.169 2.824 0.975
C -1.997 -1.200 -3.489
C 0.120 6.558 2.359
C 2.872 -2.175 2.124
C -0.112 5.930 1.112
C 4.874 0.459 -0.755
C -5.155 4.348 -1.110
C -1.270 -5.554 -5.633
C 3.910 1.641 -2.645
C -1.377 -1.901 -4.503
C 2.043 -3.170 -1.948
C 4.036 -2.648 2.771
C 3.277 -3.818 -1.315
C -5.010 2.414 0.337
C -2.670 1.527 -1.001
C -3.524 -1.861 5.748
C 0.814 0.447 4.717
C -6.297 4.747 -0.445
C -2.701 -3.809 -3.861
C -1.587 -3.247 5.731
C 3.489 -3.384 0.131
C 2.550 -1.142 4.060
C -4.135 1.345 0.861
C 0.154 7.919 2.463
C 2.047 0.607 7.292
C 3.097 -5.342 -1.351
C -1.111 -4.040 -5.825
C -2.978 -1.789 -2.678
C -3.344 -3.104 -2.855
C 0.388 -3.752 -5.963
C 4.911 -3.489 2.111
C 6.133 0.766 -1.220
C -0.317 8.135 0.111
C -1.824 -3.648 -7.128
C 4.506 -3.427 -2.147
C -0.072 8.760 1.352
C 1.967 -0.301 5.062
C 0.313 1.246 5.756
C 6.296 1.498 -2.393
C -4.015 -0.484 3.775
C 5.176 1.936 -3.096
C 2.568 -0.225 6.330
C -4.518 3.159 -0.749
C -2.727 -2.782 6.383
C -0.317 6.775 -0.003
C 2.458 0.551 -1.012
C -1.733 -3.239 -4.686
C -1.311 -2.737 4.470
C 3.741 0.889 -1.469
B -2.676 0.262 -1.993
H -1.412 -4.206 -7.968
H 3.976 -5.850 -0.963
H 5.321 -4.504 0.300
H 0.901 -3.962 -5.029
H -2.972 -4.843 -3.992
H 5.304 2.516 -4.001
H 1.134 -3.462 -1.429
H -0.756 -6.087 -6.434
H -4.941 -0.190 4.287
H -4.739 4.956 -1.904
H -0.478 6.305 -0.964
H -0.432 -3.058 3.927
H 4.668 -2.354 -2.085
H 2.921 -5.684 -2.370
H 0.497 2.020 7.755
H -0.846 -5.874 -4.683
H 1.950 -3.488 -2.986
H -0.476 8.719 -0.794
H 0.342 8.403 3.413
H 1.716 -2.153 0.358
H 0.282 5.934 3.229
H -2.941 3.377 -1.994
H -2.317 -5.851 -5.666
H -7.724 4.296 1.087
H -6.774 5.676 -0.726
H 2.514 0.684 8.269
H -4.417 -1.470 6.223
H 0.582 -2.720 -6.238
H -0.588 1.825 5.574
H 5.403 -3.926 -1.792
H 3.037 1.986 -3.181
H 4.740 -0.106 0.156
H 7.288 1.730 -2.755
H -4.086 -3.562 -2.222
H 7.004 0.439 -0.667
H -6.534 2.233 1.800
H 2.123 -2.088 -1.934
H 2.241 -5.622 -0.743
H -1.706 -2.587 -7.332
H -1.612 1.852 -0.946
H -2.888 -3.868 -7.057
H -2.981 -3.144 7.374
H 4.358 -3.698 -3.191
H -0.933 -3.972 6.194
H -0.626 -1.425 -5.111
H 0.818 -4.382 -6.740
H 3.449 -0.822 6.549
H -0.804 10.404 -0.197
H 5.800 -3.859 2.604
*
```

As for the molar mass: 1032.46 g mol⁻¹. Its gap between HOMO and LUMO is 5.120 eV. Its highest occupied orbital energy is -1.948 eV.

Most stable to least stable, the ends of the list are 1) and 2).

1) Here is a 2-piece molecular cluster, C7H16O2 overall from the OMol25 dataset. Energies are from ωB97M-V/def2-TZVPD.

ORCA input file:
```
! RIJCOSX wB97M-V def2-TZVPD def2/J DEFGRID3
* xyz 0 1
O -0.066 -2.072 0.727
O -0.994 2.113 0.816
C -0.791 0.381 2.532
C -0.087 -1.137 -1.595
C 1.428 -1.239 -1.637
C -0.668 -1.343 -0.032
C 1.185 1.190 1.221
C -0.662 0.028 -2.389
C -0.319 0.937 1.198
H -1.748 0.060 -2.307
H -0.348 -0.594 2.716
H 1.775 -1.423 -2.654
H -1.878 0.295 2.555
H 1.501 1.694 0.308
H -0.498 -2.059 -2.024
H -1.766 -1.223 -0.058
H -0.256 0.972 -2.027
H -0.490 1.038 3.351
H -1.375 2.539 1.593
H 1.459 1.826 2.063
H 1.884 -0.323 -1.264
H 1.763 -2.085 -1.038
H 1.692 0.228 1.278
H -0.358 0.262 0.107
H -0.385 -0.063 -3.441
*
```

Its SMILES is CC(C)C=O.CC(C)O. As for the molar mass: 132.20 g mol⁻¹. Its gap between HOMO and LUMO is 9.993 eV. Its highest occupied orbital energy is -9.192 eV.

2) Here is a 3-piece molecular cluster, C7H16O2 overall from the OMol25 dataset. Energies are from ωB97M-V/def2-TZVPD.

ORCA input file:
```
! RIJCOSX wB97M-V def2-TZVPD def2/J DEFGRID3
* xyz 0 1
O 1.645 -1.242 -0.552
O 2.706 0.377 1.769
C -1.141 0.091 -1.506
C -1.084 -0.180 -0.017
C 1.337 -0.030 -0.079
C 0.755 0.054 1.166
C -1.918 0.811 0.763
C 1.732 1.163 -0.879
C -1.388 -1.627 0.295
H 0.516 1.016 1.577
H 3.069 -0.476 2.041
H 2.075 -1.169 -1.413
H 1.558 1.007 -1.947
H -0.493 -0.580 -2.077
H -2.969 0.756 0.443
H 0.586 -0.829 1.755
H -2.165 -0.080 -1.869
H -2.356 -1.914 -0.139
H 2.793 1.334 -0.693
H -0.885 1.122 -1.756
H -0.632 -2.292 -0.129
H -1.446 -1.814 1.369
H -1.588 1.840 0.596
H 1.187 2.045 -0.553
H -1.894 0.616 1.837
*
```

As for the molar mass: 132.20 g mol⁻¹. Its gap between HOMO and LUMO is 7.321 eV. Its highest occupied orbital energy is -6.906 eV.

Most stable to least stable, the ends of the list are 1) and 2).